# 1
# C26H29NOP2RuTe

C26H29NOP2RuTe as an isolated structure (ωB97M-V/def2-TZVPD, the OMol25 dataset).

HOMO energy (alpha / beta) = -12.93 / -14.22 eV
Multiplicity = 5
E = -2183.12725 a.u.
Charge = +2
LUMO (alpha / beta) = -6.32 / -9.49 eV
Kohn-Sham gap (alpha / beta) = 6.60 / 4.74 eV
Relative energy (zero: lowest compared OMol25 entry of this formula, charge and spin) = 0.00 kcal/mol
<S²> = 6.06

Last column: Mulliken charge in e.
Positions of all 61 atoms, in Å:
C: -1.68354 2.87920 -3.86028  -0.941
C: -1.46272 1.65442 -3.21262  0.044
C: -0.11274 1.21574 -3.10660  0.903
C: 0.92550 2.18421 -3.11041  0.040
C: 0.69009 3.43202 -3.72324  -1.060
C: -0.60756 3.74287 -4.15708  -0.450
C: 2.09534 1.79054 -2.25533  0.471
C: 2.53170 0.49121 -2.85704  0.394
C: 1.50791 -0.49298 -2.83686  1.030
C: 1.85534 -1.86699 -2.68055  0.183
C: 3.14596 -2.24872 -3.06552  -0.888
C: 4.12145 -1.27440 -3.38353  -0.558
C: 3.82950 0.09037 -3.22373  -1.047
H: -2.71090 3.16966 -4.10278  0.467
H: 1.51964 4.12125 -3.87112  0.529
H: -0.80217 4.67481 -4.72018  0.420
H: 2.88979 2.56856 -1.99307  0.656
H: 3.39850 -3.31152 -3.08371  0.476
H: 5.10771 -1.60428 -3.73358  0.435
H: 4.60061 0.84396 -3.38143  0.518
N: 0.16505 -0.10448 -2.76209  -0.471
Ru: 0.30643 0.23372 -0.17097  -0.325
C: -2.47120 0.79023 -2.51180  -1.235
H: -2.38421 -0.23031 -2.91174  0.389
H: -3.49572 1.18559 -2.58558  0.667
C: 0.79889 -2.72785 -2.05731  -1.392
H: -0.11556 -2.67035 -2.67063  0.391
H: 1.13088 -3.76656 -1.90254  0.616
P: -1.97770 0.60694 -0.71016  1.109
P: 0.26543 -2.01061 -0.38890  1.752
C: 1.43340 -2.85406 0.71868  -1.343
H: 1.02045 -2.83282 1.73682  0.376
H: 1.51837 -3.89278 0.36929  0.546
H: 2.41042 -2.34975 0.69712  0.246
C: -1.26341 -2.97109 -0.14629  -1.566
H: -0.97635 -4.02760 -0.04523  0.518
H: -1.77495 -2.64438 0.76827  0.398
H: -1.92300 -2.85060 -1.01507  0.326
C: -2.32009 2.28789 -0.06291  -1.337
H: -3.28984 2.63600 -0.45393  0.448
H: -2.35116 2.23753 1.03862  0.422
H: -1.51507 2.96554 -0.38511  0.304
C: -3.39565 -0.34809 -0.04791  -1.233
H: -3.28785 -0.46677 1.04142  0.386
H: -4.31815 0.21349 -0.26662  0.471
H: -3.44175 -1.33647 -0.52514  0.347
C: -0.41436 0.07873 1.53958  -0.188
O: -0.90926 -0.08248 2.59664  -0.316
H: 1.49116 1.44647 -1.13975  -0.457
Te: 2.70682 0.49293 0.78218  0.506
C: 2.38683 0.69309 2.87009  0.477
C: 1.98411 1.93084 3.38114  -0.376
C: 1.79202 2.03507 4.76158  -0.564
C: 1.98246 0.91757 5.58375  -0.490
C: 2.38128 -0.31212 5.04628  -0.636
C: 2.60410 -0.43720 3.67102  -0.370
H: 1.83569 2.76584 2.68959  0.391
H: 1.49578 2.99096 5.18343  0.404
H: 1.82106 1.00642 6.65683  0.415
H: 2.52944 -1.17697 5.68580  0.414
H: 2.92884 -1.36956 3.19933  0.360

# 2
# C26H30Br45F3N3O

C26H30Br45F3N3O as an isolated structure (ωB97M-V/def2-TZVPD, the OMol25 dataset).

HOMO energy = -11.38 eV
Multiplicity = 1
E = -117378.08040 a.u.
Charge = +1
LUMO = -4.02 eV
Kohn-Sham gap = 7.36 eV

Last column: Mulliken charge in e.
Positions of all 108 atoms, in Å:
N: 0.98751 -2.71533 -2.37879  -0.493
C: 0.91414 -2.54852 -0.92606  0.020
C: 2.24639 -1.98722 -0.38448  -1.009
C: 2.41573 -0.60721 -0.91007  0.523
C: 3.01228 -0.42076 -2.13873  -0.951
C: 3.15501 0.88274 -2.59505  -0.150
N: 2.73239 1.88369 -1.83044  0.479
C: 2.89013 3.28269 -2.32003  -0.539
C: 1.69508 3.72062 -3.15216  -0.939
C: 0.55575 4.31550 -2.32919  1.075
F: 0.90942 4.57921 -1.06346  -0.237
F: -0.48912 3.45494 -2.27433  -0.295
F: 0.09813 5.44917 -2.87755  -0.301
N: 2.17536 1.75229 -0.63966  -0.637
C: 2.00183 0.52216 -0.17204  0.727
C: 1.34581 0.39055 1.15876  -0.035
C: 0.89728 1.72663 1.71356  -0.232
O: 1.36424 2.14878 2.74197  -0.535
H: 0.33817 -3.42198 -2.70054  0.217
H: 0.71690 -1.84297 -2.81641  0.038
H: 0.13326 -1.82074 -0.67692  0.058
H: 0.62646 -3.46027 -0.41433  0.341
H: 3.06574 -2.59085 -0.75893  0.320
H: 2.24137 -2.01338 0.69588  0.172
H: 3.36564 -1.25670 -2.71793  0.638
H: 3.60457 1.10996 -3.54506  0.573
H: 3.07815 3.93972 -1.47296  -0.265
H: 3.78801 3.29452 -2.92711  0.674
H: 1.28967 2.85932 -3.67513  0.421
H: 2.00557 4.43627 -3.90499  0.383
H: 0.45754 -0.23251 1.03897  0.316
H: 2.00600 -0.06106 1.89174  0.059
H: 0.12075 2.30301 1.18982  0.424
C: 3.37020 7.60436 -1.30530  -0.302
Br: 3.43287 7.85780 -3.21116  -0.014
Br: 4.22804 5.94694 -0.80289  0.043
Br: 4.11924 9.09097 -0.35703  -0.004
H: 2.32950 7.52047 -1.02497  0.320
C: -2.92376 -5.58943 -3.64227  -0.287
Br: -4.47175 -5.47248 -4.76840  -0.020
Br: -1.30790 -5.62651 -4.68456  -0.047
Br: -2.90052 -4.19109 -2.30960  0.095
H: -2.98170 -6.53145 -3.11432  0.292
C: -3.48995 5.05413 0.65533  -0.392
Br: -2.34064 6.29636 1.56692  0.070
Br: -3.25563 3.25470 1.31212  0.057
Br: -5.32086 5.61216 0.76877  -0.004
H: -3.22033 5.05989 -0.39045  0.332
C: 6.07793 -1.78976 1.48277  -0.332
Br: 5.34227 -3.53907 1.17282  0.018
Br: 6.72644 -1.00515 -0.14976  0.002
Br: 4.81874 -0.63635 2.37578  -0.010
H: 6.92741 -1.91091 2.14125  0.365
C: -6.84721 0.93660 1.11003  -0.406
Br: -5.62454 0.23654 2.42798  -0.074
Br: -7.63604 2.58537 1.70193  0.026
Br: -6.01633 1.09252 -0.62466  -0.059
H: -7.64987 0.21985 1.00950  0.401
C: -5.15266 -8.99695 -5.85585  -0.175
Br: -4.19841 -9.39533 -4.22438  -0.033
Br: -3.93548 -8.53127 -7.27065  -0.005
Br: -6.32248 -10.43250 -6.35888  -0.011
H: -5.76813 -8.13036 -5.65849  0.213
C: -6.79364 -7.66104 -2.11640  0.275
Br: -7.31928 -5.80861 -2.20439  -0.005
Br: -6.50347 -8.20426 -0.29731  -0.055
Br: -8.04976 -8.79986 -3.02124  -0.014
H: -5.85192 -7.75392 -2.63946  -0.236
C: -3.14650 -0.56873 -2.96526  -0.086
Br: -2.79078 -0.19022 -1.11066  0.243
Br: -4.49041 0.60161 -3.70523  -0.047
Br: -1.53217 -0.55059 -4.02078  -0.077
H: -3.53764 -1.57582 -3.01687  0.077
C: -5.96252 -3.91990 1.41808  -0.350
Br: -5.87491 -2.71686 -0.07684  0.102
Br: -7.76226 -4.47190 1.80422  -0.017
Br: -4.80036 -5.41815 1.12997  -0.048
H: -5.59888 -3.37881 2.28006  0.377
C: 10.39152 -3.31709 0.00505  -0.097
Br: 10.53311 -2.25633 -1.59250  -0.002
Br: 10.35582 -2.21444 1.58315  0.014
Br: 8.87462 -4.49628 -0.05287  -0.003
H: 11.27744 -3.93001 0.06661  0.056
C: -3.24958 9.36035 3.67901  0.000
Br: -3.02087 9.69867 5.55687  0.009
Br: -4.65557 10.43221 2.92342  -0.086
Br: -1.59686 9.58344 2.71012  -0.032
H: -3.54482 8.32523 3.57023  0.036
C: 0.54079 5.17105 5.64163  -0.341
Br: 0.89095 5.44912 7.51096  -0.028
Br: -0.89461 6.28919 5.01385  0.103
Br: 2.12818 5.40761 4.57759  -0.026
H: 0.22575 4.14500 5.52074  0.305
C: 0.44679 -4.33074 2.87395  -0.434
Br: -0.98654 -4.33947 1.59033  0.094
Br: 2.14722 -4.37740 1.98279  0.024
Br: 0.30269 -2.85785 4.10041  -0.020
H: 0.37321 -5.24178 3.45042  0.393
C: -7.65316 6.04574 3.71528  -0.067
Br: -9.22812 5.67365 2.66571  -0.034
Br: -7.04991 7.85729 3.48476  0.052
Br: -7.91785 5.60740 5.56781  -0.006
H: -6.86705 5.40256 3.34370  0.031
C: 13.20045 -3.97537 3.65776  -0.179
Br: 12.81755 -5.19845 5.08914  0.007
Br: 14.89636 -3.10458 3.89118  0.010
Br: 13.08523 -4.84422 1.94148  0.013
H: 12.43808 -3.20979 3.67357  0.167

# 3
# C26H30Br4ClN2O4

C26H30Br4ClN2O4 as an isolated structure (ωB97M-V/def2-TZVPD, the OMol25 dataset).

HOMO energy = -11.79 eV
Multiplicity = 1
E = -12174.76175 a.u.
Charge = +1
LUMO = -4.81 eV
Kohn-Sham gap = 6.97 eV

Last column: Mulliken charge in e.
Positions of all 67 atoms, in Å:
C: -0.67366 2.01065 2.72964  -0.571
C: -0.01815 1.35791 3.83016  -0.283
C: 1.12574 0.21951 3.60203  -1.123
C: 1.29602 -0.07838 2.03501  -0.294
C: 2.39450 0.79760 1.28758  0.744
C: 3.27937 1.91118 2.00499  -0.714
Br: 2.64809 3.80251 1.73970  -0.018
C: 4.44550 1.65712 2.79628  0.300
C: 4.87491 0.11602 3.00949  -0.642
Br: 5.39958 3.22042 3.53458  -0.089
C: 2.59256 0.53493 -0.23911  -0.303
C: 3.70351 1.31827 -1.13303  -0.394
C: 4.75980 0.25768 -1.78147  -0.648
O: 4.42103 0.06310 -3.17631  -0.353
C: 5.26469 0.85259 -4.06499  -0.289
C: 4.31644 1.68446 -5.09702  -0.918
C: 1.67525 -0.53480 -0.93280  -0.418
N: 0.64390 -1.29379 -0.20968  0.312
C: -0.16240 -2.23859 -1.06090  -0.178
C: -0.67490 -1.53948 -2.44181  0.405
O: -0.49012 -2.17949 -3.52189  -0.476
Cl: -1.48106 0.10818 -2.40284  -0.158
C: 0.42412 -1.13415 1.23691  1.052
C: -0.68020 -2.00487 2.02960  -0.819
Br: -0.32904 -3.98960 1.87221  0.039
C: -2.21041 -1.59195 1.64024  0.018
C: -2.93059 -1.02012 2.99468  -1.083
Br: -3.33971 -3.17425 1.09905  -0.067
H: -0.10318 2.27406 1.76785  0.152
H: -1.77898 2.33939 2.76897  0.285
H: -0.26715 1.66900 4.91768  0.339
H: 0.82610 -0.68820 4.23053  0.468
H: 2.08436 0.66246 4.08831  0.398
H: 3.92366 -0.44881 3.35891  0.153
H: 5.65339 0.09461 3.84916  0.353
H: 5.25196 -0.39026 2.05454  0.220
H: 4.20166 2.14786 -0.52123  0.389
H: 3.10684 1.78793 -2.00134  0.382
H: 4.60308 -0.76465 -1.26077  0.315
H: 5.85528 0.55418 -1.63412  0.413
H: 5.89363 1.63886 -3.51317  0.276
H: 5.93473 0.14062 -4.67191  0.326
H: 4.23291 2.77769 -4.75632  0.260
H: 3.25417 1.25158 -5.15726  0.207
H: 4.83261 1.68948 -6.12221  0.326
H: 1.86693 -0.68829 -2.06605  0.614
H: 0.54861 -3.10550 -1.34551  0.346
H: -1.10241 -2.64167 -0.54755  0.138
H: -0.58646 -1.79779 3.16685  0.345
H: -2.25471 -0.77257 0.82564  0.349
H: -2.20830 -0.30150 3.55016  0.171
H: -3.02833 -1.95007 3.68463  0.436
H: -3.93766 -0.52305 2.77065  0.301
C: -6.92052 -1.60063 -2.53203  -0.444
C: -5.56570 -1.28147 -2.57256  -0.401
C: -5.05069 -0.32026 -1.70879  0.338
C: -5.90118 0.31282 -0.80360  -0.141
C: -7.26015 0.00333 -0.76315  -0.400
C: -7.76742 -0.95732 -1.63301  -0.472
N: -5.35564 1.30625 0.12471  1.048
O: -4.15763 1.56458 0.04675  -0.614
O: -6.12235 1.81830 0.92825  -0.592
H: -7.31843 -2.35549 -3.20408  0.392
H: -4.91049 -1.78496 -3.27657  0.403
H: -3.99432 -0.07969 -1.74936  0.058
H: -7.93006 0.49464 -0.06525  0.453
H: -8.82293 -1.20813 -1.60807  0.382

Number 1: maximum force 4.18 eV/Å. Number 2: maximum force 0.97 eV/Å. Number 3: maximum force 6.64 eV/Å.